#a
Density functional theory data (wB97M-V/def2-TZVPD) for a molecular structure, FH2O3PS.

Structure (XYZ):
```
8
Properties=species:S:1:pos:R:3
O -1.826 -0.572 -1.491
O 0.689 -0.518 -1.437
O -0.433 0.368 0.509
F -0.531 1.593 -1.554
P 1.134 -0.025 1.146
S -0.517 0.086 -1.012
H 0.719 0.424 2.411
H 0.764 -1.354 1.429
```

HOMO level   -0.4059 hartree
E_LUMO   -0.088 eV
Kohn-Sham gap   0.40268 Eh
2S+1   1

---

#b
Density functional theory data (wB97M-V/def2-TZVPD) for 2 unconnected molecules or ions with the total composition FH2O3PS.

Structure (XYZ):
```
8
Properties=species:S:1:pos:R:3
O 1.223 -0.819 -0.187
O 0.569 1.351 0.955
O -1.433 -1.020 0.534
F -2.320 -1.400 -0.433
P 0.591 0.614 -0.407
S 1.070 1.231 -2.128
H 0.604 -1.272 0.420
H -0.304 1.315 1.247
```

HOMO level (alpha / beta)   -0.3680 / -0.3292 hartree
E_LUMO (alpha / beta)   -2.202 / -2.411 eV
Kohn-Sham gap (alpha / beta)   0.28708 / 0.24063 Eh
2S+1   1

---

Preferred: #a; penalty for the next structure: 0.1133 hartree.

---

#a
Density functional theory data (wB97M-V/def2-TZVPD) for 2 unconnected molecules or ions with the total composition C18H24N4O2S.

Structure (XYZ):
```
49
Properties=species:S:1:pos:R:3
C 6.220 -1.651 1.853
N 4.799 -1.407 2.090
C 3.822 -1.679 1.219
O 4.055 -2.185 0.125
C 2.357 -1.394 1.604
C 1.944 0.018 1.143
C 0.444 0.326 1.260
S -0.565 -0.014 -0.210
C -0.514 -1.820 -0.333
N 1.974 -1.630 3.014
C 2.450 -1.030 4.107
C 1.871 -1.482 5.426
O 3.304 -0.156 4.091
H 6.782 -1.506 2.776
H 6.367 -2.673 1.498
H 6.588 -0.958 1.094
H 4.529 -0.943 2.951
H 1.784 -2.102 1.011
H 2.489 0.748 1.740
H 2.247 0.161 0.105
H 0.016 -0.189 2.119
H 0.353 1.395 1.451
H 0.474 -2.137 -0.667
H -0.746 -2.264 0.635
H -1.251 -2.150 -1.065
H 1.274 -2.336 3.171
H 0.791 -1.353 5.412
H 2.121 -2.528 5.593
H 2.296 -0.874 6.224
C -1.963 -0.385 -5.044
C -2.322 0.903 -5.444
C -2.930 1.779 -4.538
C -3.197 1.383 -3.210
C -3.836 2.286 -2.221
C -4.511 3.437 -2.607
C -5.090 4.224 -1.635
N -5.008 3.902 -0.347
C -4.349 2.785 -0.027
N -3.780 1.976 -0.922
C -2.825 0.078 -2.831
C -2.216 -0.797 -3.735
H -1.487 -1.063 -5.746
H -2.120 1.228 -6.460
H -3.171 2.775 -4.892
H -4.615 3.726 -3.642
H -5.625 5.123 -1.924
H -4.279 2.517 1.023
H -3.012 -0.267 -1.818
H -1.940 -1.797 -3.417
```

HOMO level   -0.3109 hartree
E_LUMO   0.206 eV
Kohn-Sham gap   0.31851 Eh
2S+1   1

---

#b
Density functional theory data (wB97M-V/def2-TZVPD) for C18H24N4O2S in the gas phase.

Structure (XYZ):
```
49
Properties=species:S:1:pos:R:3
C -5.440 -3.732 -1.443
N -5.588 -2.270 -1.219
C -6.770 -1.771 -0.512
C -4.555 -1.356 -1.553
C -4.867 -0.140 -2.198
C -3.868 0.840 -2.383
C -2.535 0.523 -2.010
C -1.555 1.628 -2.290
C -0.390 1.937 -1.513
S 0.100 1.063 -0.069
C 1.440 2.196 0.211
N 2.061 2.093 1.488
C 1.859 0.881 2.219
C 2.819 -0.140 1.585
N 4.294 0.324 1.664
C 5.261 -0.658 1.082
C 6.160 -1.102 2.112
O 5.614 -1.560 3.321
C 4.499 1.733 1.044
C 3.459 2.742 1.640
N 1.559 3.181 -0.634
C 0.620 2.945 -1.708
O 0.648 3.652 -2.707
C -2.282 -0.642 -1.344
C -3.248 -1.569 -1.135
H -4.298 -3.964 -1.577
H -5.701 -4.315 -0.554
H -5.942 -4.108 -2.241
H -6.934 -2.501 0.297
H -6.615 -0.809 -0.080
H -7.642 -1.802 -1.134
H -5.844 0.082 -2.614
H -4.148 1.774 -2.790
H -1.877 2.246 -3.118
H 0.777 0.482 2.305
H 2.023 1.127 3.300
H 2.583 -1.106 2.105
H 2.532 -0.337 0.547
H 5.762 -0.112 0.284
H 4.711 -1.528 0.733
H 6.826 -1.782 1.597
H 6.839 -0.345 2.487
H 5.223 -0.778 3.712
H 4.247 1.738 -0.078
H 5.488 2.151 1.086
H 3.557 2.948 2.685
H 3.488 3.693 1.081
H -1.299 -1.116 -1.143
H -3.052 -2.437 -0.539
```

HOMO level   -0.2839 hartree
E_LUMO   -0.416 eV
Kohn-Sham gap   0.26865 Eh
2S+1   1

---

Preferred: #a; penalty for the next structure: 0.1650 hartree.

---

#a
Density functional theory data (wB97M-V/def2-TZVPD) for 2 unconnected molecules or ions with the total composition C4H14N3.

Structure (XYZ):
```
21
Properties=species:S:1:pos:R:3
C 0.962 -2.029 -1.615
N 0.322 -1.745 -0.282
C 0.938 -1.858 0.861
N 0.529 -1.391 2.032
H 0.967 -1.073 -2.193
H 0.444 -2.818 -2.183
H 2.010 -2.321 -1.393
H -0.513 -1.149 -0.373
H 1.888 -2.413 0.840
H -0.161 -0.683 2.147
H 1.022 -1.606 2.922
C -0.395 1.535 0.952
C -0.472 1.988 -0.542
N -1.882 1.878 -1.050
H -0.976 0.603 1.042
H 0.671 1.539 1.268
H -0.999 2.301 1.462
H -0.117 3.041 -0.557
H 0.147 1.364 -1.228
H -2.476 2.215 -0.310
H -1.909 2.622 -1.800
```

HOMO level   -0.4726 hartree
E_LUMO   -3.448 eV
Net charge   +1
Kohn-Sham gap   0.34586 Eh
2S+1   1

---

#b
Density functional theory data (wB97M-V/def2-TZVPD) for 2 unconnected molecules or ions with the total composition C4H14N3.

Structure (XYZ):
```
21
Properties=species:S:1:pos:R:3
C 0.912 0.237 -1.160
C 0.969 1.852 0.736
N 1.073 0.549 0.341
N 0.454 2.798 -0.089
N 1.042 2.238 2.103
H 0.595 -0.079 0.998
H 0.276 2.547 -1.071
H 0.760 3.766 0.016
H 1.503 1.298 2.615
H 1.314 3.171 2.354
H -0.255 0.085 -1.411
H 1.498 -0.739 -1.217
H 1.455 0.991 -1.800
C -1.749 -1.977 0.261
C -1.153 -2.814 -0.899
H -1.628 -0.869 0.190
H -2.745 -2.277 0.527
H -1.227 -2.127 1.196
H -1.874 -3.357 -1.609
H -0.789 -1.924 -1.537
H -0.431 -3.367 -0.543
```

HOMO level   -0.5310 hartree
E_LUMO   -3.530 eV
Net charge   +1
Kohn-Sham gap   0.40127 Eh
2S+1   1

---

#c
Density functional theory data (wB97M-V/def2-TZVPD) for 2 unconnected molecules or ions with the total composition C4H14N3.

Structure (XYZ):
```
21
Properties=species:S:1:pos:R:3
C 1.480 -2.280 -0.170
C 0.552 -0.267 -1.553
N 1.137 -0.850 -0.430
N 0.077 -0.885 -2.679
N 0.421 1.157 -1.554
H 1.556 -0.207 0.279
H -0.075 -1.917 -2.728
H 0.401 -0.497 -3.633
H 0.330 1.699 -0.831
H -0.007 1.503 -2.417
H 1.221 -2.916 -1.058
H 0.876 -2.576 0.725
H 2.592 -2.240 -0.096
C -1.862 0.856 2.379
C -0.770 1.678 1.718
H -1.621 -0.138 2.481
H -1.968 1.181 3.311
H -2.717 1.013 1.736
H -0.944 2.836 1.826
H -0.882 1.502 0.559
H 0.203 1.348 2.135
```

HOMO level   -0.5414 hartree
E_LUMO   -3.467 eV
Net charge   +1
Kohn-Sham gap   0.41396 Eh
2S+1   1

---

Preferred: #a; penalty for the next structure: 0.0286 hartree.

---

#a
Density functional theory data (wB97M-V/def2-TZVPD) for 2 unconnected molecules or ions with the total composition C4H14N3.

Structure (XYZ):
```
21
Properties=species:S:1:pos:R:3
C 0.760 -0.037 2.059
C 1.864 1.013 1.911
H -0.103 0.205 2.676
H 0.377 -0.266 1.071
H 1.202 -0.913 2.537
H 2.861 0.570 1.882
H 1.963 1.588 2.831
H 1.690 1.717 1.099
C 0.852 0.101 -1.720
C -1.486 -0.451 -1.105
N -0.545 0.401 -1.481
N -1.161 -1.556 -0.425
N -2.774 -0.152 -1.305
H -0.835 1.353 -1.639
H -0.227 -1.575 -0.050
H -1.741 -2.373 -0.525
H -3.022 0.729 -1.726
H -3.467 -0.574 -0.709
H 1.432 1.021 -1.807
H 1.003 -0.393 -2.669
H 1.360 -0.405 -0.904
```

HOMO level   -0.5418 hartree
E_LUMO   -3.100 eV
Net charge   +1
Kohn-Sham gap   0.42789 Eh
2S+1   1

---

#b
Density functional theory data (wB97M-V/def2-TZVPD) for 2 unconnected molecules or ions with the total composition C4H14N3.

Structure (XYZ):
```
21
Properties=species:S:1:pos:R:3
C 1.547 2.140 -1.383
N 0.273 1.439 -1.143
C -0.567 1.974 -0.165
N -1.805 1.709 -0.174
H 1.397 3.108 -1.857
H 2.042 2.271 -0.422
H 2.193 1.526 -2.004
H -0.280 1.280 -1.979
H -0.064 2.550 0.614
H -2.245 2.173 0.619
C -0.645 -2.757 1.483
C -0.488 -1.336 0.988
N 0.389 -1.300 -0.238
H -1.244 -2.775 2.389
H -1.187 -3.367 0.759
H 0.327 -3.206 1.687
H -1.431 -0.882 0.694
H -0.015 -0.692 1.727
H 1.330 -1.637 -0.011
H 0.477 -0.310 -0.625
H -0.003 -1.909 -0.957
```

HOMO level   -0.4961 hartree
E_LUMO   -3.161 eV
Net charge   +1
Kohn-Sham gap   0.37995 Eh
2S+1   1

---

Preferred: #a; penalty for the next structure: 0.0191 hartree.

---

#a
Density functional theory data (wB97M-V/def2-TZVPD) for 2 unconnected molecules or ions with the total composition C4H14N3.

Structure (XYZ):
```
21
Properties=species:S:1:pos:R:3
C -2.237 0.227 -0.565
C -0.703 0.491 1.314
N -1.389 1.037 0.333
N -0.970 -0.748 1.795
N 0.382 1.097 1.810
H -1.331 2.003 0.069
H -1.755 -1.264 1.411
H -1.031 -0.876 2.792
H 0.556 2.023 1.453
H 0.648 0.895 2.766
H -3.273 0.389 -0.352
H -2.002 -0.831 -0.525
H -2.031 0.524 -1.592
C 1.475 -0.601 -1.954
C 2.325 -0.566 -0.675
H 0.671 0.128 -2.068
H 2.130 -0.505 -2.821
H 1.052 -1.598 -2.090
H 2.825 0.386 -0.515
H 1.653 -0.810 0.154
H 3.006 -1.401 -0.738
```

HOMO level   -0.5392 hartree
E_LUMO   -3.264 eV
Net charge   +1
Kohn-Sham gap   0.41923 Eh
2S+1   1

---

#b
Density functional theory data (wB97M-V/def2-TZVPD) for 2 unconnected molecules or ions with the total composition C4H14N3.

Structure (XYZ):
```
21
Properties=species:S:1:pos:R:3
C 1.988 0.151 1.839
C 0.718 0.682 2.423
H 2.411 -0.686 2.387
H 1.989 0.003 0.791
H 2.762 1.006 1.847
H 0.707 0.644 3.471
H 0.395 1.644 1.920
H -0.057 -0.173 2.370
C -0.238 -1.904 -0.832
C -0.947 0.379 -1.391
N 0.047 -0.591 -1.418
N -2.310 0.046 -1.325
N -0.611 1.606 -1.865
H 1.004 -0.302 -1.159
H -2.623 -0.719 -1.969
H -3.084 0.622 -1.132
H 0.241 2.148 -1.598
H -1.353 2.274 -2.285
H -0.028 -2.648 -1.505
H -1.240 -2.029 -0.641
H 0.231 -2.153 0.074
```

HOMO level   -0.5187 hartree
E_LUMO   -3.961 eV
Net charge   +1
Kohn-Sham gap   0.37311 Eh
2S+1   1

---

Preferred: #a; penalty for the next structure: 0.0541 hartree.

---

#a
Density functional theory data (wB97M-V/def2-TZVPD) for 2 unconnected molecules or ions with the total composition C2H4N2OS2.

Structure (XYZ):
```
11
Properties=species:S:1:pos:R:3
C 0.370 -1.358 -0.281
C -1.141 2.451 0.370
H 2.820 -1.843 0.182
H 1.260 -3.077 -0.277
H -1.198 0.252 0.831
H -2.115 2.565 1.026
N 1.211 -2.196 -1.007
N -0.903 1.070 0.125
O -0.730 -1.884 -0.050
S 0.543 0.462 -0.587
S -0.117 3.557 -0.331
```

HOMO level   -0.3273 hartree
E_LUMO   -2.600 eV
Kohn-Sham gap   0.23170 Eh
2S+1   1

---

#b
Density functional theory data (wB97M-V/def2-TZVPD) for a molecular structure, C2H4N2OS2.

Structure (XYZ):
```
11
Properties=species:S:1:pos:R:3
C 1.358 0.148 -0.514
C -0.923 -0.400 -0.918
H 0.990 3.121 1.035
H 1.957 -0.649 -0.764
H -1.772 -0.453 -1.749
H -1.646 -2.217 2.043
N 1.490 1.158 0.281
N -1.413 -1.010 0.104
O 0.287 0.050 -1.330
S 0.211 2.005 0.413
S -0.539 -1.752 1.399
```

HOMO level   -0.3253 hartree
E_LUMO   0.611 eV
Kohn-Sham gap   0.34776 Eh
2S+1   1

---

Preferred: #b; penalty for the next structure: 0.1049 hartree.